[1]
12
Properties=species:S:1:pos:R:3:forces:R:3 method="wB97M-V/def2-TZVPD" e_lumo_ev=-0.277 gap_ev=8.2 multiplicity=1 e_tot_ha=-626.31627 de_lowest_ev=2.8334
C 0.499 -0.186 1.532 0.905 -0.463 -0.816
P -0.438 0.247 0.020 -1.310 0.353 -0.940
C 0.587 0.479 -1.520 1.413 -1.681 1.417
O -1.305 1.431 0.225 -0.084 -0.373 0.083
N -1.535 -1.488 -0.291 -0.156 1.647 0.449
O -2.673 -1.217 -0.080 1.005 -0.370 -0.249
H 0.328 0.593 2.305 -0.010 -0.631 -0.614
H 0.173 -1.205 1.835 0.294 0.728 0.108
H 1.584 -0.226 1.241 -0.843 -0.039 0.551
H 0.328 1.247 -2.234 -0.834 -0.222 -0.041
H 1.525 0.825 -1.096 0.373 0.357 0.192
H 0.927 -0.500 -1.937 -0.754 0.694 -0.138

***

[2]
12
Properties=species:S:1:pos:R:3:forces:R:3 method="wB97M-V/def2-TZVPD" e_lumo_ev=0.734 gap_ev=9.8 multiplicity=1 e_tot_ha=-626.27294 de_lowest_ev=4.0126
C 1.018 -0.945 1.168 0.675 0.996 0.466
N 0.331 0.210 0.532 -3.741 -2.474 -1.560
O 1.053 1.259 -0.023 0.895 -2.078 -1.633
C -0.933 -0.222 -0.401 3.667 0.137 3.589
O -1.460 -1.233 -0.042 -0.425 0.748 -1.216
P -1.277 1.243 -1.461 -1.196 -0.499 -1.525
H 0.212 -1.692 1.459 1.220 0.659 -1.130
H 1.956 -1.281 0.578 -1.761 0.077 0.854
H 1.341 -0.575 2.168 0.252 -0.261 -0.636
H 0.999 1.879 0.655 0.015 2.094 1.623
H -2.490 0.626 -1.921 -0.005 0.405 0.363
H -0.751 0.732 -2.711 0.404 0.197 0.804